# 1
C36H49As3BCl3F4N4O2PSn as an isolated structure at a distorted geometry. Source: the Open Molecules 2025 dataset; level of theory: the ωB97M-V functional and the def2-TZVPD basis.

Geometry (Å):
1 Sn -1.241 -0.310 -0.648
2 C 1.365 -1.326 4.882
3 As 1.170 -0.208 3.304
4 C -0.723 0.245 3.185
5 C 2.265 1.383 3.521
6 C 2.180 2.465 4.374
7 C 3.157 3.452 4.290
8 C 4.191 3.349 3.373
9 C 4.281 2.257 2.514
10 C 3.313 1.276 2.599
11 As 3.010 -0.392 1.635
12 C 3.164 -0.210 -0.302
13 C 4.211 -1.824 2.180
14 H 0.868 -0.801 5.704
15 H 2.420 -1.471 5.125
16 H 0.884 -2.293 4.722
17 H -0.971 0.754 4.122
18 H -1.305 -0.676 3.112
19 H -0.930 0.909 2.342
20 H 1.372 2.537 5.091
21 H 3.109 4.297 4.959
22 H 4.944 4.122 3.330
23 H 5.101 2.176 1.814
24 H 2.284 0.265 -0.734
25 H 3.286 -1.204 -0.734
26 H 4.061 0.395 -0.467
27 H 4.837 -1.497 3.014
28 H 4.845 -2.111 1.336
29 H 3.615 -2.692 2.482
30 O 0.028 -0.044 -2.410
31 As 0.200 -0.189 -4.109
32 C 1.012 1.469 -4.706
33 C 0.281 2.537 -5.208
34 C 0.949 3.697 -5.570
35 C 2.325 3.783 -5.428
36 C 3.049 2.718 -4.913
37 C 2.393 1.554 -4.555
38 C 1.369 -1.654 -4.568
39 C 1.754 -1.741 -5.904
40 C 2.477 -2.840 -6.332
41 C 2.813 -3.843 -5.433
42 C 2.432 -3.748 -4.103
43 C 1.700 -2.654 -3.666
44 C -1.565 -0.610 -4.792
45 C -1.927 -0.286 -6.095
46 C -3.166 -0.681 -6.576
47 C -4.033 -1.399 -5.767
48 C -3.663 -1.740 -4.473
49 C -2.421 -1.360 -3.994
50 H -0.793 2.446 -5.335
51 H 0.394 4.533 -5.966
52 H 2.834 4.682 -5.732
53 H 4.119 2.794 -4.799
54 H 2.945 0.691 -4.187
55 H 1.483 -0.951 -6.599
56 H 2.767 -2.920 -7.368
57 H 3.364 -4.707 -5.773
58 H 2.687 -4.533 -3.408
59 H 1.374 -2.577 -2.631
60 H -1.242 0.266 -6.731
61 H -3.452 -0.433 -7.584
62 H -5.002 -1.699 -6.140
63 H -4.329 -2.322 -3.851
64 H -2.100 -1.678 -2.991
65 Cl -0.644 4.315 -0.861
66 C 0.812 4.080 0.154
67 Cl 2.303 4.467 -0.750
68 Cl 0.712 5.028 1.672
69 C 0.844 2.696 0.505
70 N 0.852 1.584 0.790
71 F 0.256 -2.484 2.452
72 B 0.286 -2.810 1.092
73 F 1.090 -3.819 0.810
74 F 0.865 -1.586 0.487
75 F -0.988 -2.835 0.585
76 C -3.033 2.968 -3.326
77 N -3.672 3.386 -2.094
78 C -4.514 4.562 -2.243
79 P -3.923 2.236 -0.920
80 O -2.582 1.606 -0.593
81 N -4.531 2.860 0.491
82 C -3.672 3.689 1.317
83 C -5.952 3.111 0.686
84 N -4.905 1.026 -1.496
85 C -4.963 -0.240 -0.794
86 C -6.040 1.282 -2.367
87 H -2.374 3.763 -3.679
88 H -3.762 2.757 -4.114
89 H -2.446 2.071 -3.128
90 H -3.890 5.422 -2.490
91 H -5.032 4.762 -1.312
92 H -5.252 4.444 -3.040
93 H -2.638 3.385 1.164
94 H -3.943 3.543 2.363
95 H -3.768 4.751 1.076
96 H -6.538 2.515 -0.007
97 H -6.214 4.162 0.539
98 H -6.227 2.835 1.707
99 H -4.242 -0.227 0.028
100 H -4.720 -1.064 -1.481
101 H -5.956 -0.418 -0.377
102 H -5.949 2.276 -2.798
103 H -6.991 1.213 -1.830
104 H -6.058 0.542 -3.173

Cartesian forces (eV/Å) of the 2 atoms listed first:
Sn 0.350 0.778 -1.056
C 0.066 -0.148 -0.143

Calculated values
* charge: +3
* strongest force on any atom: 1.7 eV/Å
* total energy: -10837.9364 Ha
* frontier orbital gap: 7.382 eV
* HOMO energy: -15.86 eV
* ΔE to the lowest compared entry with this formula, charge and spin: 18.53 kcal/mol

=====

# 2
C36H49As3BrF10N4O2Ti as an isolated structure at a distorted geometry. Source: the Open Molecules 2025 dataset; level of theory: the ωB97M-V functional and the def2-TZVPD basis.

Geometry (Å):
1 Ti -0.576 1.766 0.914
2 C -2.870 -0.554 0.726
3 N -2.620 0.790 0.196
4 C -3.638 1.727 0.712
5 C -3.181 3.180 0.740
6 N -1.938 3.264 1.512
7 C -1.697 4.433 2.158
8 C -1.037 4.464 3.402
9 F -0.658 3.306 3.980
10 C -0.747 5.626 4.089
11 F -0.111 5.558 5.271
12 C -1.125 6.857 3.590
13 F -0.861 7.989 4.265
14 C -1.785 6.888 2.377
15 F -2.138 8.069 1.848
16 C -2.046 5.720 1.685
17 F -2.595 5.861 0.464
18 C -2.619 0.647 -1.265
19 C -2.230 1.903 -2.000
20 N -1.112 2.541 -1.336
21 C -0.279 3.281 -2.085
22 C -0.054 3.331 -3.487
23 F -0.710 2.525 -4.363
24 C 0.876 4.171 -4.080
25 F 1.030 4.124 -5.416
26 C 1.659 5.035 -3.349
27 F 2.571 5.833 -3.941
28 C 1.468 5.050 -1.977
29 F 2.172 5.900 -1.209
30 C 0.538 4.221 -1.408
31 F 0.324 4.349 -0.074
32 H -3.865 -0.908 0.416
33 H -2.816 -0.549 1.804
34 H -2.116 -1.241 0.342
35 H -3.836 1.428 1.743
36 H -4.574 1.618 0.143
37 H -3.980 3.768 1.208
38 H -3.051 3.562 -0.271
39 H -3.609 0.299 -1.603
40 H -1.890 -0.134 -1.491
41 H -3.098 2.581 -2.060
42 H -2.027 1.599 -3.024
43 C -0.216 -4.810 2.091
44 As 0.150 -3.474 0.686
45 C 1.608 -2.598 1.664
46 C 1.226 -4.736 -0.402
47 C 1.718 -4.334 -1.805
48 C 2.640 -3.115 -1.699
49 C 0.573 -4.051 -2.792
50 As -0.330 -2.283 -2.714
51 C -1.591 -2.724 -4.166
52 C 0.893 -1.260 -3.859
53 C 2.591 -5.487 -2.353
54 As 1.967 -7.282 -2.922
55 C 1.093 -6.856 -4.631
56 C 0.310 -7.664 -1.932
57 H 0.666 -5.420 2.299
58 H -1.042 -5.456 1.796
59 H -0.501 -4.279 3.001
60 H 2.218 -3.343 2.180
61 H 1.168 -1.904 2.380
62 H 2.217 -2.012 0.983
63 H 0.603 -5.627 -0.477
64 H 2.093 -5.012 0.209
65 H 2.116 -2.236 -1.317
66 H 3.050 -2.853 -2.678
67 H 3.476 -3.323 -1.026
68 H -0.216 -4.799 -2.673
69 H 0.947 -4.142 -3.816
70 H -1.082 -3.175 -5.021
71 H -2.085 -1.808 -4.489
72 H -2.351 -3.414 -3.795
73 H 1.330 -1.888 -4.638
74 H 1.670 -0.800 -3.254
75 H 0.314 -0.460 -4.323
76 H 3.381 -5.697 -1.626
77 H 3.106 -5.136 -3.256
78 H 1.805 -6.350 -5.284
79 H 0.212 -6.229 -4.509
80 H 0.805 -7.795 -5.104
81 H 0.529 -7.866 -0.885
82 H -0.104 -8.571 -2.375
83 H -0.429 -6.869 -2.005
84 O 4.962 3.021 3.725
85 C 3.754 2.896 3.123
86 C 2.934 3.999 2.866
87 C 1.722 3.805 2.250
88 N 1.285 2.580 1.888
89 C 2.092 1.594 2.151
90 Br 1.131 0.405 -0.547
91 C 3.326 1.631 2.751
92 H 5.129 3.951 3.914
93 H 3.245 5.000 3.139
94 H 1.072 4.638 2.032
95 H 3.925 0.748 2.917
96 C -2.169 0.572 4.240
97 C -0.930 -0.007 3.552
98 C 0.291 0.156 4.445
99 O -0.713 0.594 2.313
100 H -2.148 0.361 5.312
101 H -3.095 0.158 3.841
102 H -2.186 1.654 4.095
103 H -1.091 -1.085 3.380
104 H 0.444 1.210 4.686
105 H 1.185 -0.216 3.945
106 H 0.159 -0.400 5.377

Cartesian forces (eV/Å) of the 2 atoms listed first:
Ti -1.106 -0.071 -0.521
C 0.006 -0.057 -0.047

Calculated values
* charge: -1
* strongest force on any atom: 1.2 eV/Å
* total energy: -12900.1767 Ha
* frontier orbital gap (spin up / spin down): 6.338 / 6.242 eV
* HOMO energy (spin up / spin down): -4.19 / -4.22 eV
* spin multiplicity: 3
* ΔE to the lowest compared entry with this formula, charge and spin: 0.00 kcal/mol

=====

# 3
C36H49AsN6O5SSi2Ti as an isolated structure at a distorted geometry. Source: the Open Molecules 2025 dataset; level of theory: the ωB97M-V functional and the def2-TZVPD basis.

Geometry (Å):
1 Ti 0.346 -0.153 0.098
2 C 2.562 -2.881 -4.220
3 C 2.114 -2.649 -2.902
4 N 1.530 -1.547 -2.530
5 C 1.272 -0.592 -3.446
6 C 1.735 -0.698 -4.782
7 C 2.414 -1.886 -5.139
8 C 1.427 0.312 -5.723
9 C 0.579 1.309 -5.354
10 C 0.019 1.366 -4.061
11 C 0.355 0.462 -3.067
12 N -0.247 0.411 -1.809
13 C -1.561 0.938 -1.736
14 C -1.908 2.261 -1.855
15 C -3.246 2.704 -1.771
16 C -4.273 1.824 -1.613
17 C -3.990 0.449 -1.484
18 C -4.992 -0.523 -1.269
19 C -4.637 -1.826 -1.110
20 C -3.265 -2.164 -1.158
21 N -2.320 -1.299 -1.352
22 C -2.642 0.001 -1.518
23 H 3.027 -3.824 -4.482
24 H 2.250 -3.412 -2.137
25 H 2.777 -2.001 -6.155
26 H 1.817 0.243 -6.734
27 H 0.293 2.062 -6.081
28 H -0.709 2.133 -3.853
29 H -1.121 2.995 -1.958
30 H -3.450 3.765 -1.833
31 H -5.300 2.171 -1.556
32 H -6.034 -0.217 -1.242
33 H -5.385 -2.595 -0.954
34 H -2.947 -3.197 -1.024
35 N 0.250 -2.271 -0.152
36 C 0.257 -3.375 0.253
37 C 0.234 -4.659 0.771
38 C 0.598 -5.814 -0.011
39 C 0.485 -7.074 0.521
40 C 0.022 -7.280 1.839
41 C -0.276 -6.155 2.637
42 C -0.173 -4.879 2.140
43 H 0.965 -5.672 -1.022
44 H 0.760 -7.929 -0.088
45 H -0.095 -8.283 2.232
46 H -0.592 -6.300 3.666
47 H -0.386 -4.020 2.767
48 C 1.457 -1.098 2.823
49 O 0.653 -0.754 1.732
50 H 2.508 -1.003 2.556
51 H 1.271 -2.131 3.129
52 H 1.262 -0.431 3.659
53 C 4.174 3.720 -0.051
54 Si 2.880 2.710 -0.977
55 C 1.387 3.862 -1.065
56 C 3.527 2.558 -2.745
57 As 2.664 0.663 0.125
58 Si 4.380 -0.469 -1.033
59 C 4.328 -2.132 -0.112
60 C 4.990 -0.853 -2.785
61 C 5.926 0.342 -0.270
62 H 4.415 4.665 -0.549
63 H 5.096 3.145 0.091
64 H 3.765 3.936 0.945
65 H 1.684 4.885 -0.811
66 H 0.631 3.565 -0.344
67 H 0.941 3.866 -2.066
68 H 3.523 3.522 -3.268
69 H 2.920 1.853 -3.328
70 H 4.558 2.173 -2.733
71 H 3.304 -2.525 -0.126
72 H 4.586 -1.949 0.937
73 H 5.004 -2.897 -0.514
74 H 4.619 -1.812 -3.145
75 H 6.085 -0.883 -2.772
76 H 4.678 -0.089 -3.511
77 H 5.653 0.658 0.742
78 H 6.234 1.241 -0.824
79 H 6.779 -0.342 -0.214
80 O -0.377 1.323 3.150
81 S -0.003 2.189 2.021
82 O 1.414 2.464 1.991
83 O -0.393 1.422 0.673
84 O -0.855 3.375 2.033
85 N -3.248 0.322 4.329
86 C -3.175 1.472 3.346
87 C -3.511 0.937 1.959
88 N -2.712 -0.225 1.580
89 C -2.761 -1.286 2.571
90 C -2.307 -0.802 3.941
91 H -4.193 -0.048 4.322
92 H -3.016 0.665 5.254
93 H -2.158 1.833 3.348
94 H -3.852 2.263 3.674
95 H -3.316 1.733 1.243
96 H -4.572 0.658 1.894
97 H -1.746 0.050 1.418
98 H -2.121 -2.104 2.239
99 H -3.796 -1.659 2.627
100 H -1.319 -0.368 3.843
101 H -2.337 -1.573 4.709

Cartesian forces (eV/Å) of the 2 atoms listed first:
Ti 0.550 -2.064 -2.037
C 0.023 -0.104 -0.030

Calculated values
* charge: -1
* strongest force on any atom: 3.0 eV/Å
* total energy: -6168.5145 Ha
* frontier orbital gap (spin up / spin down): 3.329 / 5.722 eV
* HOMO energy (spin up / spin down): -1.92 / -4.31 eV
* spin multiplicity: 2
* ΔE to the lowest compared entry with this formula, charge and spin: 30.97 kcal/mol